No. 1
ORCA calculation (ωB97M-V with the def2-TZVPD basis set) on C3H10NO2 as an isolated structure in a non-equilibrium geometry.

Element x y z (Å)
H1 0.55440 0.26485 2.16827
H2 -1.14207 1.30670 1.39717
C1 -0.42578 1.94614 -0.52245
O1 1.02387 -1.32957 -1.64951
H3 0.97931 -1.23347 -0.48407
H4 1.51466 0.73478 0.71738
H5 -1.42976 2.12131 -0.95742
C2 -0.64736 0.86698 0.51841
H6 1.70792 -2.00700 -1.67770
H7 -1.16014 -1.05317 0.45250
C3 0.63855 0.15588 1.07220
H8 -0.08043 2.91623 -0.16140
N1 -1.67378 -0.19370 0.23123
O2 0.84148 -1.17888 0.77474
H9 0.19355 1.60557 -1.35700
H10 -1.83204 -0.21572 -0.77327

Highest occupied orbital energy = -3.77 eV
Net charge = -1
HOMO-LUMO gap = 8.081 eV
DFT total energy = -325.536247 hartree
Multiplicity = 1
Largest force on an atom = 2.004 eV/A

***

No. 2
ORCA calculation (ωB97M-V with the def2-TZVPD basis set) on a 2-piece molecular cluster, C3H10NO2 overall in a non-equilibrium geometry.

Element x y z (Å)
H1 0.60929 1.97128 0.90005
O1 -1.56049 0.10416 0.77347
H2 2.55973 1.84472 -0.55878
H3 -2.79080 -2.46517 0.94990
C1 1.73907 1.14739 -0.73019
H4 -2.01218 -1.10564 0.42095
H5 -0.19774 -0.62888 -0.53329
N1 2.46943 -0.12251 -0.57157
H6 1.93157 -0.85247 -1.01818
H7 -0.34079 1.85054 -0.71910
H8 2.72660 -0.37957 0.36807
C2 -0.25007 0.00600 0.37164
O2 -2.51797 -2.05639 0.10764
H9 0.29167 -0.49596 1.20814
C3 0.35586 1.40271 -0.02001
H10 1.54378 1.26169 -1.78445

Highest occupied orbital energy = -3.39 eV
Net charge = -1
HOMO-LUMO gap = 7.583 eV
DFT total energy = -325.521552 hartree
Multiplicity = 1
Largest force on an atom = 3.057 eV/A

***

No. 3
ORCA calculation (ωB97M-V with the def2-TZVPD basis set) on a 2-piece molecular cluster, C3H10NO2 overall in a non-equilibrium geometry.

Element x y z (Å)
H1 1.10654 0.12922 -0.19563
H2 -1.54127 0.72107 0.31684
O1 0.11967 -3.02983 -0.54345
H3 -0.93650 -0.77942 1.66658
H4 -0.39253 2.90834 -0.21441
H5 0.02567 -2.07770 -0.52630
H6 -0.39154 2.18971 -1.79200
H7 0.75561 -1.37584 1.71479
H8 1.07044 -3.11357 -0.66406
C1 -0.02630 2.02480 -0.75660
H9 0.42750 0.32695 2.06370
N1 0.23847 -0.33496 0.04933
C2 -0.77255 0.68912 -0.44464
C3 0.10593 -0.54136 1.48381
H10 -1.09313 0.25903 -1.39101
O2 1.30399 2.00444 -0.76695

Highest occupied orbital energy (alpha / beta) = -9.40 / -9.40 eV
HOMO-LUMO gap (alpha / beta) = 10.221 / 7.293 eV
DFT total energy = -325.425187 hartree
Multiplicity = 2
Largest force on an atom = 2.758 eV/A

***

No. 4
ORCA calculation (ωB97M-V with the def2-TZVPD basis set) on a 2-piece molecular cluster, C3H10NO2 overall in a non-equilibrium geometry.

Element x y z (Å)
H1 -0.10189 -0.53157 -0.38805
C1 0.90423 -0.33798 0.12609
H2 0.05611 -0.51913 1.74750
H3 -1.63027 1.54909 1.07954
H4 3.12036 -0.82216 -2.18034
O1 -1.80995 -0.47160 0.80434
H5 -2.46976 -1.08445 0.61702
C2 2.31752 -0.06108 -1.87506
H6 -3.28378 1.05656 1.04918
H7 2.73939 0.95673 -2.08928
H8 1.33323 -0.26405 -2.26147
C3 -2.25761 0.76912 1.38193
H9 -2.29234 0.62523 2.51235
O2 0.91864 -0.48071 1.39506
H10 2.71974 0.02488 0.27583
N1 2.00678 -0.02085 -0.45285

Highest occupied orbital energy = -14.98 eV
Net charge = +1
HOMO-LUMO gap = 11.353 eV
DFT total energy = -325.258118 hartree
Multiplicity = 1
Largest force on an atom = 3.385 eV/A

***

No. 5
ORCA calculation (ωB97M-V with the def2-TZVPD basis set) on a 2-piece molecular cluster, C3H10NO2S overall in a non-equilibrium geometry.

Element x y z (Å)
O1 1.27887 -2.29536 -2.18710
C1 0.14899 -0.84423 0.88427
H1 1.05118 0.31304 -0.59350
C2 0.01882 0.12707 -0.26360
H2 -1.69263 1.00930 0.70054
H3 -0.27838 1.53905 2.35706
H4 -1.26146 -1.28440 -1.04422
H5 -1.13758 1.92459 -0.71473
N1 -0.60514 -0.59694 -1.42334
H6 0.72831 -0.51246 1.73728
H7 0.16197 -1.16334 -1.91504
H8 1.30345 -2.63469 -3.08653
H9 1.67481 -2.95013 -1.59761
H10 -1.06769 0.06267 -2.04132
S1 0.02330 2.40484 1.37094
C3 -0.80659 1.34287 0.14956
O2 -0.33298 -1.94607 0.78530

Highest occupied orbital energy = -13.21 eV
Net charge = +1
HOMO-LUMO gap = 9.714 eV
DFT total energy = -723.471160 hartree
Multiplicity = 1
Largest force on an atom = 1.311 eV/A

***

No. 6
ORCA calculation (ωB97M-V with the def2-TZVPD basis set) on C3H10NO2SSi as an isolated structure in a non-equilibrium geometry.

Element x y z (Å)
O1 3.83172 0.61450 -0.82677
C1 -0.43791 -1.30746 0.74729
H1 -0.31224 0.27866 -2.13100
C2 0.64052 0.55198 -1.57073
H2 -1.10419 2.41828 0.17918
H3 -0.77641 1.93999 1.73130
H4 0.10847 -2.35749 0.49336
C3 -0.93025 1.46234 0.83100
Si1 0.54477 0.32137 0.31587
H5 1.55355 -0.10732 -1.95376
H6 -0.63798 -1.41359 1.77133
H7 0.78924 1.53029 -1.80470
H8 -1.33269 -1.34741 0.25531
O2 1.80118 0.83278 1.11351
S1 3.34702 -0.06937 0.36129
N1 2.49942 -1.27812 -0.14819
H9 -1.87996 0.98076 0.89717
H10 2.09524 -1.82429 0.58787

Highest occupied orbital energy = -4.28 eV
Net charge = -1
HOMO-LUMO gap = 8.011 eV
DFT total energy = -1013.264462 hartree
Multiplicity = 1
Largest force on an atom = 5.186 eV/A

***

No. 7
ORCA calculation (ωB97M-V with the def2-TZVPD basis set) on a 2-piece molecular cluster, C3H10NO2Si overall in a non-equilibrium geometry.

Element x y z (Å)
C1 -1.20784 1.00268 -0.05914
C2 -0.93228 0.19504 -1.31786
C3 -1.65050 0.12886 0.95488
H1 -1.05516 0.82211 -2.20302
O1 1.76426 -0.41914 -0.35832
Si1 2.21463 -0.10896 1.15380
H2 -0.79333 -1.58437 -0.55590
H3 3.49203 -0.64777 1.66912
H4 2.24386 -0.04279 -1.14432
H5 -1.93685 1.71509 -0.36391
H6 1.13929 -0.88404 1.86382
O2 -1.41954 -1.04355 1.13181
H7 -2.17792 0.58928 1.84867
H8 -0.59853 -1.51263 -2.42288
H9 1.86681 1.33617 1.23665
N1 -0.70237 -1.03773 -1.46596
H10 -0.24657 1.49173 0.03256

Highest occupied orbital energy = -14.50 eV
Net charge = +1
HOMO-LUMO gap = 9.963 eV
DFT total energy = -614.741643 hartree
Multiplicity = 1
Largest force on an atom = 6.273 eV/A

***

No. 8
ORCA calculation (ωB97M-V with the def2-TZVPD basis set) on an isolated ion of composition C3H10NO2Si and charge +1 in a non-equilibrium geometry.

Element x y z (Å)
H1 2.53790 0.35398 -0.71563
H2 -2.17809 -1.72883 0.31434
C1 0.96808 -0.91004 -0.31128
C2 -2.70418 -0.81390 0.09456
H3 -0.30116 1.29969 2.21490
O1 0.34067 1.02532 1.56257
H4 0.93934 -1.32472 -1.31594
H5 -2.66896 1.21027 -0.35164
H6 3.05681 -1.10827 -0.07263
N1 2.32845 -0.38651 -0.03190
C3 -2.07216 0.32977 -0.13896
O2 0.50373 1.57034 -1.13650
H7 -3.77862 -0.88297 0.07223
Si1 -0.22453 0.58254 -0.08136
H8 0.20884 2.44359 -1.38971
H9 0.74982 -1.71320 0.38735
H10 2.29408 0.05294 0.89961

Highest occupied orbital energy = -14.23 eV
Net charge = +1
SMILES string = C=C[Si](O)(O)C[NH3+]
HOMO-LUMO gap = 10.936 eV
DFT total energy = -614.879281 hartree
Multiplicity = 1
Largest force on an atom = 3.123 eV/A

***

Question: Which value of DFT total energy does entry 8 give?
Answer: -614.879281 hartree